Record 1
7
Properties=species:S:1:pos:R:3:forces:R:3 method="wB97M-V/def2-TZVPD" smiles="O=C(Br)NS" homo_ev=-9.0 multiplicity=1 e_above_lowest_kcal_mol=14.7
C -0.132 -0.902 -0.363 0.793 4.839 0.384
N 0.255 0.633 -0.190 -1.107 -4.508 0.036
O -0.740 -1.507 0.437 0.101 -0.083 -0.011
S -0.489 1.524 1.045 -0.138 -0.251 -0.028
Br 0.580 -1.525 -1.998 0.134 -0.258 -0.243
H 0.679 1.103 -0.969 0.073 -0.012 -0.103
H -0.154 0.675 2.038 0.143 0.272 -0.034

Record 2
90
Properties=species:S:1:pos:R:3:forces:R:3 method="wB97M-V/def2-TZVPD" smiles="C[C@@H](COC(=O)CS[C@@H]1CCOC1=O)OC(=O)CS.ClC(Cl)(Cl)Cl.ClC(Cl)(Cl)Cl.ClC(Cl)(Cl)Cl.ClC(Cl)(Cl)Cl.ClC(Cl)(Cl)Cl.ClC(Cl)(Cl)Cl.ClC(Cl)(Cl)Cl.ClC(Cl)(Cl)Cl.ClC(Cl)(Cl)Cl.ClC(Cl)(Cl)Cl.ClC(Cl)(Cl)Cl" homo_ev=-9.3 multiplicity=1
C 3.629 -0.976 3.089 -0.352 0.036 -0.800
C 2.364 -0.245 2.625 0.345 -0.023 1.859
C 1.430 -0.022 3.868 0.323 -0.123 -0.428
O 1.197 1.354 4.132 -0.353 0.142 -0.419
C -0.095 1.777 3.951 -0.684 -0.260 1.240
O -0.919 1.625 4.820 0.748 0.000 -0.933
C -0.334 2.508 2.647 -0.363 -0.001 0.250
S -2.002 3.167 2.479 0.042 0.344 -0.245
C -2.985 1.806 1.861 -0.026 -0.107 0.646
C -3.143 0.516 2.708 0.055 -0.169 -1.257
C -3.016 -0.513 1.573 1.306 -0.004 0.464
O -3.412 0.111 0.343 0.047 -0.060 -0.347
C -2.814 1.338 0.418 0.368 0.721 -0.308
O -2.297 1.919 -0.498 -0.488 -0.640 0.662
O 2.726 1.045 2.115 -0.644 -0.121 -0.618
C 2.979 1.068 0.798 0.418 -0.703 -1.209
O 3.151 0.079 0.109 -0.309 0.654 0.775
C 3.033 2.461 0.224 0.079 -0.040 1.466
S 4.310 3.451 1.092 0.271 0.566 -0.293
H 3.884 -0.764 4.121 -0.026 0.127 0.125
H 3.477 -2.045 2.965 0.195 -0.061 0.102
H 4.445 -0.651 2.449 0.202 -0.271 -0.060
H 1.812 -0.830 1.899 0.188 0.169 -0.460
H 1.901 -0.439 4.754 -0.007 -0.001 -0.100
H 0.500 -0.571 3.708 -0.190 0.152 0.090
H -0.055 1.914 1.779 0.151 -0.134 -0.001
H 0.322 3.377 2.672 0.136 0.056 -0.152
H -3.992 2.225 1.847 0.009 0.367 -0.114
H -2.327 0.269 3.373 -0.094 0.526 0.483
H -4.095 0.590 3.219 -0.045 -0.483 0.219
H -1.928 -0.615 1.456 0.037 -0.333 0.096
H -3.351 -1.531 1.724 -0.885 0.156 -0.289
H 3.262 2.410 -0.829 0.075 0.046 -0.128
H 2.079 2.947 0.415 -0.154 0.002 -0.249
H 4.415 2.807 2.261 -0.333 -0.208 -0.127
C -5.088 2.357 -3.443 0.020 -0.032 0.017
Cl -4.639 1.094 -2.296 -0.081 -0.054 -0.196
Cl -3.639 2.923 -4.272 -0.429 0.107 -0.181
Cl -6.245 1.728 -4.624 0.050 0.143 0.106
Cl -5.826 3.703 -2.561 -0.028 0.044 0.016
C -5.373 -0.275 -8.087 -0.070 0.027 -0.064
Cl -4.633 1.220 -7.506 -0.331 -0.017 -0.373
Cl -6.597 0.110 -9.304 0.020 -0.005 -0.006
Cl -4.134 -1.310 -8.803 -0.006 0.010 0.034
Cl -6.144 -1.114 -6.736 0.067 0.039 -0.065
C 5.707 -4.753 3.131 -0.046 -0.089 -0.005
Cl 5.982 -3.390 4.216 0.039 0.058 0.102
Cl 6.820 -4.646 1.766 0.005 0.005 -0.024
Cl 5.976 -6.269 3.995 -0.306 -0.038 -0.061
Cl 4.040 -4.698 2.541 0.005 -0.105 -0.049
C -0.592 0.786 -5.261 0.045 -0.067 -0.044
Cl -1.073 1.114 -3.596 0.222 -0.195 0.042
Cl -2.027 0.625 -6.286 0.440 -0.049 0.278
Cl 0.399 2.122 -5.863 0.015 0.049 0.014
Cl 0.350 -0.707 -5.334 0.020 -0.014 0.037
C 3.204 0.749 7.587 -0.024 -0.014 0.088
Cl 3.414 1.014 9.319 0.003 -0.010 0.000
Cl 4.619 -0.104 6.951 0.007 -0.022 -0.024
Cl 1.757 -0.238 7.321 0.038 0.081 0.150
Cl 3.036 2.298 6.769 -0.015 -0.021 -0.029
C -1.981 6.725 -3.084 -0.006 -0.059 0.022
Cl -0.300 7.126 -3.457 0.002 0.006 -0.005
Cl -2.063 5.107 -2.392 0.127 0.106 0.162
Cl -2.622 7.898 -1.929 -0.002 0.011 -0.001
Cl -2.940 6.777 -4.568 -0.008 0.003 -0.015
C -7.837 -1.682 -2.252 0.010 0.060 -0.024
Cl -7.920 0.077 -2.271 -0.289 -0.091 0.134
Cl -9.445 -2.365 -1.997 0.011 0.014 -0.002
Cl -7.198 -2.245 -3.804 -0.003 -0.081 0.091
Cl -6.759 -2.199 -0.951 0.030 -0.034 0.006
C 9.935 -6.177 5.725 0.002 0.011 0.004
Cl 9.030 -5.305 4.488 0.344 0.098 0.028
Cl 9.246 -7.794 5.920 -0.006 -0.007 0.002
Cl 11.628 -6.314 5.239 -0.016 -0.002 0.005
Cl 9.829 -5.305 7.257 0.000 -0.004 -0.001
C 4.410 -0.905 -5.847 -0.071 0.063 -0.004
Cl 3.987 -0.078 -7.350 -0.016 0.011 0.000
Cl 6.131 -1.295 -5.855 0.033 0.002 0.024
Cl 4.042 0.142 -4.475 0.025 -0.026 0.012
Cl 3.470 -2.398 -5.721 0.020 -0.039 0.017
C -12.749 -4.888 -2.347 0.004 0.000 -0.004
Cl -12.286 -4.998 -0.645 0.005 0.006 0.007
Cl -11.381 -5.361 -3.357 0.007 -0.016 -0.016
Cl -14.116 -5.961 -2.658 0.009 0.010 0.004
Cl -13.206 -3.223 -2.723 0.004 0.009 0.004
C 7.527 1.750 -1.346 -0.032 0.023 -0.023
Cl 8.670 0.485 -0.878 0.006 -0.015 0.004
Cl 5.882 1.196 -1.028 0.121 -0.189 -0.116
Cl 7.862 3.213 -0.416 -0.003 -0.009 -0.002
Cl 7.709 2.096 -3.070 -0.011 -0.012 -0.011

Record 3
53
Properties=species:S:1:pos:R:3:forces:R:3 method="wB97M-V/def2-TZVPD" homo_ev=-14.2 multiplicity=1 e_above_lowest_kcal_mol=16.2 total_charge=+2
Pt -0.180 0.715 0.358 3.324 0.728 0.207
N 3.242 0.040 -2.385 -0.091 -0.176 -0.004
C 2.129 -0.152 -1.692 -0.015 -0.179 -0.330
N 1.693 0.676 -0.780 -1.084 0.539 -0.225
C 2.438 1.824 -0.470 -0.698 -0.355 0.523
N 2.065 2.553 0.538 1.990 1.575 -0.698
N 0.982 2.218 1.174 -2.401 -2.898 1.849
C 0.740 2.516 2.438 1.106 0.502 -2.225
C -0.350 1.848 3.053 -1.516 -1.254 1.105
C -0.846 2.121 4.344 0.787 0.120 -1.078
C -1.774 1.274 4.905 -0.516 -0.704 -0.213
C -2.228 0.167 4.179 0.317 0.556 0.388
C -1.738 -0.032 2.903 0.015 -0.028 0.089
N -0.834 0.776 2.358 -0.762 0.429 -0.278
C 3.627 2.114 -1.230 0.211 -0.479 -0.284
C 4.423 3.242 -1.007 0.108 -0.041 -0.124
C 5.556 3.443 -1.767 -0.185 0.115 0.177
C 5.912 2.539 -2.765 -0.203 -0.223 0.043
C 5.157 1.402 -2.980 0.007 -0.011 -0.025
C 4.021 1.180 -2.213 0.079 0.658 0.367
H 3.542 -0.643 -3.074 -0.186 0.027 0.171
H 1.542 -1.038 -1.894 0.047 -0.032 -0.092
H 1.415 3.155 2.992 -0.011 0.234 -0.163
H -0.489 2.990 4.868 0.126 0.089 0.147
H -2.143 1.452 5.904 -0.045 0.062 0.051
H -2.948 -0.515 4.598 -0.054 -0.116 0.048
H -2.051 -0.878 2.303 -0.049 0.060 -0.053
H 4.136 3.934 -0.233 -0.028 0.103 0.073
H 6.176 4.307 -1.589 0.023 0.117 0.018
H 6.785 2.723 -3.370 0.099 -0.026 -0.037
H 5.448 0.689 -3.736 0.028 -0.105 -0.119
C -6.384 0.261 1.060 0.239 0.030 0.086
C -4.868 0.445 1.019 -0.331 0.062 -0.002
C -4.259 -0.172 -0.235 0.356 0.502 -0.193
S -2.598 0.594 -0.482 -2.658 1.087 -0.522
O -1.642 -0.483 -0.920 2.258 -0.937 0.924
C -2.795 1.652 -1.974 -0.312 -0.152 0.353
C -3.110 3.081 -1.561 0.145 0.114 0.215
C -2.147 3.563 -0.478 -0.127 0.328 -0.074
H -6.780 0.661 1.991 -0.071 -0.013 0.014
H -6.651 -0.790 0.998 -0.079 -0.100 -0.007
H -6.858 0.791 0.237 -0.069 0.001 -0.083
H -4.422 0.007 1.915 0.084 0.041 -0.048
H -4.646 1.516 1.036 0.036 0.034 0.078
H -4.864 0.047 -1.111 -0.044 -0.070 -0.127
H -4.103 -1.246 -0.157 0.126 -0.046 -0.064
H -3.552 1.221 -2.626 0.009 -0.127 -0.030
H -1.821 1.594 -2.466 0.008 -0.124 0.161
H -4.136 3.165 -1.202 -0.061 0.007 -0.086
H -3.023 3.721 -2.442 -0.090 -0.110 0.009
H -2.381 3.113 0.489 0.117 0.038 0.000
H -2.221 4.640 -0.359 0.049 0.092 0.007
H -1.114 3.318 -0.748 -0.008 0.056 0.080